# 1
The following is a quantum chemistry calculation of 2 unconnected molecules or ions with the total composition CH3O3 in a non-equilibrium geometry, from OMol25.

Last column: natural (NBO) charge in e.
CARTESIAN COORDINATES (ANGSTROEM)
O -0.133 -0.025 2.274  -0.75
C -0.714 0.152 1.242  0.62
O -0.352 -0.420 0.176  -0.86
H -1.626 0.787 1.351  0.01
H 0.513 0.450 -1.835  0.47
H 0.933 -0.793 -1.300  0.51
O 1.378 -0.151 -1.908  -0.99

Atomic forces in eV per Å
O 1.380 0.217 3.968
C 0.060 -1.229 -1.892
O -1.366 0.760 -1.249
H -0.221 0.159 -0.913
H 2.904 -1.335 -0.357
H 0.910 0.217 0.030
O -3.668 1.211 0.413

Computed properties:
LUMO energy: 4.628 eV
E_HOMO: -4.1 eV
HOMO-LUMO gap: 0.319 Eh
net charge: -1
energy relative to the best compared isomer or geometry (same formula, charge and spin): 18.2 kcal/mol



# 2
The following is a quantum chemistry calculation of 2 unconnected molecules or ions with the total composition CH3O3 in a non-equilibrium geometry, from OMol25.

Last column: natural (NBO) charge in e.
CARTESIAN COORDINATES (ANGSTROEM)
O -1.296 -0.587 -2.381  -0.96
H -0.836 -0.107 -1.655  0.50
H -0.811 -0.325 -3.196  0.46
O 1.496 -0.674 1.569  -0.79
O 0.387 1.158 0.989  -0.82
C 0.759 0.292 1.828  0.61
H 0.302 0.243 2.846  0.00

Atomic forces in eV per Å
O 0.816 0.716 -0.396
H -0.292 -0.438 -0.470
H -0.466 -0.249 1.025
O 0.678 -0.479 0.499
O -0.193 0.281 1.037
C -0.486 -0.474 -1.884
H -0.057 0.644 0.189

Computed properties:
LUMO energy: 3.960 eV
E_HOMO: -3.8 eV
HOMO-LUMO gap: 0.286 Eh
net charge: -1
energy relative to the best compared isomer or geometry (same formula, charge and spin): 14.9 kcal/mol



# 3
The following is a quantum chemistry calculation of 2 unconnected molecules or ions with the total composition CH3O3, from OMol25.

Last column: natural (NBO) charge in e.
CARTESIAN COORDINATES (ANGSTROEM)
O -0.168 0.031 -2.060  -1.01
H -0.452 0.112 -1.120  0.51
O 1.152 0.162 0.899  -0.77
C 0.018 -0.298 1.092  0.63
O -1.078 0.018 0.558  -0.81
H -0.046 -1.160 1.819  -0.01
H 0.794 0.025 -2.040  0.46

Atomic forces in eV per Å
O 0.006 -0.032 -0.381
H -0.018 0.059 0.014
O 0.162 0.116 -0.063
C -0.312 -0.341 0.043
O 0.315 -0.003 0.009
H -0.023 0.146 0.078
H -0.129 0.055 0.300

Computed properties:
LUMO energy: 4.652 eV
E_HOMO: -4.4 eV
HOMO-LUMO gap: 0.332 Eh
net charge: -1
energy relative to the best compared isomer or geometry (same formula, charge and spin): 2.1 kcal/mol



# 4
The following is a quantum chemistry calculation of a gas-phase ion, CH3O3 (charge +1) in a non-equilibrium geometry, from OMol25.

Last column: natural (NBO) charge in e.
CARTESIAN COORDINATES (ANGSTROEM)
C 0.191 -0.161 -0.026  -0.34
O 1.306 -0.844 -0.265  -0.06
O 3.064 0.689 0.306  0.19
O 2.736 -0.389 -0.047  0.38
H 0.463 0.894 0.140  0.25
H -0.233 -0.535 1.021  0.28
H -0.547 -0.252 -0.804  0.29

Atomic forces in eV per Å
C -1.252 2.239 4.036
O 2.821 -2.596 -1.067
O -1.496 -1.449 -0.430
O -0.261 1.274 0.216
H -0.407 0.219 -0.098
H 0.627 0.602 -1.936
H -0.031 -0.287 -0.720

Computed properties:
LUMO energy (spin up / spin down): -10.361 / -10.403 eV
E_HOMO (spin up / spin down): -18.1 / -18.1 eV
HOMO-LUMO gap (spin up / spin down): 0.285 / 0.282 Eh
net charge: +1
energy relative to the best compared isomer or geometry (same formula, charge and spin): 123.1 kcal/mol



# 5
The following is a quantum chemistry calculation of CH3O3P in the gas phase in a non-equilibrium geometry, from OMol25.

Last column: natural (NBO) charge in e.
CARTESIAN COORDINATES (ANGSTROEM)
C 1.293 0.063 0.054  -0.25
O 0.075 0.605 0.346  -0.66
P -1.657 -0.217 -0.021  2.28
O -2.350 0.962 0.398  -0.98
O -2.267 -1.359 -0.757  -0.93
H 1.768 -0.367 0.929  0.17
H 1.949 0.901 -0.237  0.19
H 1.189 -0.588 -0.712  0.18

Atomic forces in eV per Å
C 1.904 1.560 1.614
O -5.073 -1.670 -0.394
P 2.121 1.167 -0.748
O -1.425 1.140 0.889
O 2.358 0.761 1.104
H -0.020 -0.481 0.173
H -0.231 -0.207 -0.194
H 0.367 -2.271 -2.444

Computed properties:
LUMO energy: -2.095 eV
structure (SMILES): COP(=O)=O
E_HOMO: -11.4 eV
HOMO-LUMO gap: 0.340 Eh
energy relative to the best compared isomer or geometry (same formula, charge and spin): 58.1 kcal/mol



# 6
The following is a quantum chemistry calculation of 2 unconnected molecules or ions with the total composition CH3O3P in a non-equilibrium geometry, from OMol25.

Last column: natural (NBO) charge in e.
CARTESIAN COORDINATES (ANGSTROEM)
O -2.662 0.749 -0.678  -0.99
P -1.762 0.276 0.384  1.48
O -1.282 -1.261 -0.073  -0.98
H -1.045 -1.767 0.711  0.50
C 1.712 0.574 -0.102  0.26
O 1.494 -0.576 0.093  -0.50
H 2.702 0.853 -0.140  0.13
H 0.843 1.152 -0.195  0.10

Atomic forces in eV per Å
O 0.476 0.154 0.472
P -0.197 -1.632 -1.178
O -1.063 1.542 0.606
H 0.510 -0.137 0.046
C -1.097 -1.510 0.283
O -0.020 -2.318 0.493
H 2.364 1.692 -0.322
H -0.974 2.209 -0.398

Computed properties:
LUMO energy: -0.344 eV
structure (SMILES): O=PO.C=O
E_HOMO: -10.5 eV
HOMO-LUMO gap: 0.372 Eh
energy relative to the best compared isomer or geometry (same formula, charge and spin): 36.3 kcal/mol



# 7
The following is a quantum chemistry calculation of CH3O4P in the gas phase in a non-equilibrium geometry, from OMol25.

Last column: natural (NBO) charge in e.
CARTESIAN COORDINATES (ANGSTROEM)
C -0.162 -0.070 -0.037  -0.89
O -2.117 1.825 0.720  -1.01
O -2.454 -1.805 0.154  0.09
O -2.365 0.367 -1.414  -1.02
O -2.101 -0.886 0.870  -0.12
P -1.905 0.608 -0.075  2.24
H 0.249 -0.173 0.908  0.23
H -0.143 -1.015 -0.762  0.25
H 0.396 0.645 -0.442  0.24

Atomic forces in eV per Å
C -2.096 -3.731 -1.772
O -0.029 -1.065 0.491
O -0.239 -0.926 -0.034
O -1.243 -0.788 -1.667
O -1.339 -1.305 1.536
P 2.409 3.407 -0.268
H 0.429 -0.868 2.006
H -0.026 1.978 1.933
H 2.134 3.298 -2.226

Computed properties:
LUMO energy (spin up / spin down): -4.456 / -3.449 eV
E_HOMO (spin up / spin down): -11.3 / -11.4 eV
HOMO-LUMO gap (spin up / spin down): 0.251 / 0.291 Eh
energy relative to the best compared isomer or geometry (same formula, charge and spin): 164.1 kcal/mol



# 8
The following is a quantum chemistry calculation of 2 unconnected molecules or ions with the total composition CH3O4S in a non-equilibrium geometry, from OMol25.

Last column: natural (NBO) charge in e.
CARTESIAN COORDINATES (ANGSTROEM)
C -0.718 0.900 1.441  -0.22
O 1.555 -2.070 -0.972  -0.89
O 1.750 -0.251 -2.618  -0.90
O -0.506 -1.136 -2.037  -0.89
O 0.504 0.797 0.938  -0.74
S 0.942 -1.008 -1.725  2.32
H -0.933 1.410 2.396  0.12
H -1.114 -0.117 1.815  0.10
H -1.481 1.474 0.762  0.10

Atomic forces in eV per Å
C -2.392 -0.898 -0.322
O 0.013 0.127 -0.145
O 0.553 0.621 -0.506
O 2.485 0.241 0.437
O 1.136 0.219 -0.452
S -3.310 -0.583 0.993
H 1.078 0.818 0.434
H -0.239 0.644 -1.039
H 0.677 -1.189 0.599

Computed properties:
LUMO energy (spin up / spin down): 2.373 / 3.127 eV
E_HOMO (spin up / spin down): -2.8 / -4.3 eV
HOMO-LUMO gap (spin up / spin down): 0.189 / 0.272 Eh
net charge: -1
energy relative to the best compared isomer or geometry (same formula, charge and spin): 85.8 kcal/mol



# 9
The following is a quantum chemistry calculation of CH3OPS in the gas phase in a non-equilibrium geometry, from OMol25.

Last column: natural (NBO) charge in e.
CARTESIAN COORDINATES (ANGSTROEM)
C 0.055 -0.650 -0.770  -0.78
O -0.054 0.875 1.487  -0.86
P -0.038 1.037 -0.194  1.06
S -0.671 -0.445 2.270  0.12
H -0.739 -1.460 -0.633  0.25
H 0.149 -0.796 -1.856  0.21
H 1.299 1.438 -0.304  -0.01

Atomic forces in eV per Å
C -2.109 -0.203 -0.811
O 0.076 0.817 -1.647
P -0.153 -2.946 2.092
S 0.117 0.059 -0.707
H 0.925 1.404 1.083
H 0.987 0.690 0.055
H 0.157 0.180 -0.064

Computed properties:
LUMO energy (spin up / spin down): -2.492 / -2.496 eV
E_HOMO (spin up / spin down): -7.9 / -7.9 eV
HOMO-LUMO gap (spin up / spin down): 0.198 / 0.198 Eh
energy relative to the best compared isomer or geometry (same formula, charge and spin): 101.9 kcal/mol



# 10
The following is a quantum chemistry calculation of 2 unconnected molecules or ions with the total composition CH3OS in a non-equilibrium geometry, from OMol25.

Last column: natural (NBO) charge in e.
CARTESIAN COORDINATES (ANGSTROEM)
S -1.298 -1.040 -1.818  -0.10
H -2.467 -1.267 -2.470  0.10
O 2.058 0.633 1.365  -0.50
C 0.895 0.558 1.068  0.26
H 0.330 1.492 1.180  0.12
H 0.481 -0.375 0.676  0.12

Atomic forces in eV per Å
S -0.347 -0.073 -0.226
H 0.348 0.073 0.215
O 0.263 -0.436 0.032
C 1.042 0.765 0.207
H -0.842 -0.284 -0.200
H -0.464 -0.046 -0.027

Computed properties:
LUMO energy (spin up / spin down): 0.733 / -2.803 eV
E_HOMO (spin up / spin down): -10.1 / -10.0 eV
HOMO-LUMO gap (spin up / spin down): 0.399 / 0.263 Eh
multiplicity: 2
energy relative to the best compared isomer or geometry (same formula, charge and spin): 1.3 kcal/mol